1.
Below is a molecular structure, C6H11NO3, with properties calculated with ωB97M-V/def2-TZVPD.

Each line ends with the Löwdin charge.
Cartesian coordinates (Å):
C1 -1.77478 1.26106 -1.14327  0.0354
C2 -0.23922 0.14917 -1.42611  0.1059
C3 0.53929 0.92970 -2.51591  -0.7698
C4 0.73537 0.91059 0.73913  -0.0380
C5 1.62129 -0.97223 -0.42038  -0.0193
C6 -0.63002 -0.99714 0.56596  0.0013
N1 0.41427 -0.19589 -0.12560  -0.3889
O1 1.69736 1.22633 -2.20791  -0.0396
O2 -0.06073 1.23432 -3.53587  0.0056
O3 -2.67733 1.04724 -0.18183  0.0043
H1 -2.00083 1.50240 -2.09416  0.0390
H2 1.40097 1.59137 0.23065  0.1037
H3 -0.14611 1.69888 0.94504  0.1613
H4 1.03506 0.53219 1.64038  0.0617
H5 1.27282 -1.88933 -0.85351  0.0928
H6 2.22687 -0.40385 -1.30210  0.1501
H7 2.37493 -1.01957 0.38647  0.1136
H8 -0.43635 -0.89135 1.69322  0.1427
H9 -1.56869 -0.67565 0.16903  0.0636
H10 -0.58395 -1.98473 0.26567  0.0737
H11 -3.54680 1.32683 -0.40678  0.1009

Force components x, y, z for each atom (eV/Å):
5.0 -4.7 2.0
-4.4 4.1 0.7
0.3 0.2 -0.3
-2.3 4.8 -1.2
2.9 1.1 -2.5
0.5 1.0 2.2
-1.3 -0.2 -0.6
1.3 0.1 0.9
-1.3 -0.3 -0.2
1.6 -0.2 0.3
-1.3 1.3 -3.1
0.9 -0.3 -0.1
1.3 -2.5 -0.5
1.2 -0.7 2.2
0.2 -0.7 0.2
-1.7 -1.0 2.1
-1.0 -0.3 0.0
-0.8 -0.3 -1.7
-0.5 0.5 0.8
0.6 -2.1 -0.4
-1.2 0.5 -0.6

Its charge is 0. The calculation puts the largest force on an atom at 7.150 eV/Å. The HOMO energy (spin up / spin down) is -0.29342 / -0.30637 hartree. As for the multiplicity: 1. The calculation puts the gap between HOMO and LUMO (spin up / spin down) at 7.18 / 8.26 eV. Its total energy is -515.43795 a.u. The energy relative to the best compared isomer or geometry (same formula, charge and spin) comes out at 819.9 kJ/mol. Its molar mass is 145.16 g mol⁻¹.

=====

2.
Below is a single CH6OSi molecule, with properties calculated with ωB97M-V/def2-TZVPD.

Each line ends with the Löwdin charge.
Cartesian coordinates (Å):
C1 -0.78680 0.43309 0.78426  -0.2515
Si1 0.69195 -0.15561 -0.45992  0.6114
O1 1.28440 -0.22649 -2.08202  -0.2907
H1 -1.17685 1.38674 0.46559  -0.0142
H2 -0.19141 0.55919 1.67832  -0.0046
H3 -1.51141 -0.48887 0.88600  0.0502
H4 1.77112 0.71520 -0.24419  -0.0513
H5 0.78017 -1.49938 0.04287  -0.0546
H6 0.62507 -0.24459 -2.76367  0.0053

Force components x, y, z for each atom (eV/Å):
0.1 -2.3 -2.3
0.0 0.1 0.2
-1.7 0.1 1.0
-0.7 0.1 0.2
0.1 -0.1 0.3
1.1 2.3 -0.1
1.2 1.0 1.4
0.3 -0.9 0.2
-0.3 -0.3 -0.9

Its charge is 0. The calculation puts the largest force on an atom at 3.277 eV/Å. The HOMO energy is -0.38185 hartree. As for the multiplicity: 1. The calculation puts the gap between HOMO and LUMO at 10.79 eV. Its total energy is -406.40973 a.u. The energy relative to the best compared isomer or geometry (same formula, charge and spin) comes out at 98.8 kJ/mol. Its molar mass is 62.14 g mol⁻¹.

=====

3.
Below is a molecular structure, C19H13FeN4O5, with properties calculated with ωB97M-V/def2-TZVPD.

Each line ends with the Mulliken spin population.
Cartesian coordinates (Å):
Fe1 0.15518 -0.53162 0.23938  1.1299
O1 1.50311 -3.37853 1.44775  0.0000
C1 0.62528 -2.53044 1.44104  0.0056
N1 -0.38822 -2.35529 0.54574  -0.0241
C2 -0.34401 -3.20513 -0.63369  0.0001
C3 0.43422 -2.50551 -1.70875  0.0020
C4 1.15859 -3.14182 -2.69853  -0.0047
C5 1.78641 -2.37588 -3.66570  0.0057
C6 1.66824 -0.99464 -3.62891  -0.0038
C7 0.96318 -0.42345 -2.59175  0.0122
N2 0.36047 -1.15875 -1.64903  -0.0386
C8 0.61945 -1.43358 2.49560  -0.0050
C9 1.44400 -1.49981 3.60210  -0.0048
C10 1.40935 -0.43393 4.48281  0.0018
C11 0.59879 0.66527 4.20386  0.0005
C12 -0.13090 0.68134 3.03313  0.0041
N3 -0.13534 -0.36760 2.20528  -0.0167
H1 -1.36981 -3.32210 -0.99439  0.0004
H2 0.06144 -4.19371 -0.42083  -0.0009
H3 1.22883 -4.22033 -2.69945  -0.0003
H4 2.37096 -2.85277 -4.44125  0.0003
H5 2.13895 -0.36508 -4.36908  0.0000
H6 0.86930 0.64999 -2.49981  0.0009
H7 2.08357 -2.36069 3.73056  0.0000
H8 2.02319 -0.43903 5.37363  -0.0001
H9 0.56355 1.51644 4.86788  0.0001
H10 -0.72881 1.53455 2.73821  0.0002
O2 -2.30330 5.58003 -1.26376  0.0001
C13 -3.00557 4.56925 -1.12310  0.0005
O3 -4.23879 4.43054 -1.17704  0.0004
C14 -2.23623 3.28641 -0.79030  0.0033
C15 -2.92172 2.08825 -0.61799  -0.0067
C16 -2.21795 0.94142 -0.31711  0.0047
N4 -0.88649 0.97104 -0.19062  -0.0561
C17 -0.21047 2.12379 -0.34813  0.0125
C18 -0.85036 3.30184 -0.65296  -0.0012
C19 1.27092 1.94155 -0.14611  -0.0166
O4 2.06742 2.83150 -0.27379  0.0071
O5 1.55110 0.68812 0.16665  -0.0124
H11 -3.99766 2.08691 -0.72315  -0.0006
H12 -2.69219 -0.02110 -0.16764  0.0013
H13 -0.29767 4.22251 -0.78075  -0.0008

Force components x, y, z for each atom (eV/Å):
-1.0 0.1 -0.4
-0.3 -0.1 0.0
0.2 -0.3 0.4
0.7 0.6 -0.2
-0.2 0.0 0.0
-0.1 0.0 0.0
-0.1 0.0 -0.1
0.0 0.0 0.0
-0.1 0.0 0.0
-0.1 0.1 -0.1
0.6 -0.1 0.4
0.2 -0.4 0.2
-0.2 0.1 0.1
0.0 0.1 0.0
0.0 -0.1 0.0
-0.2 0.1 0.0
0.7 0.0 -0.3
0.0 -0.1 0.0
0.1 0.0 0.1
0.0 0.0 0.0
0.0 0.0 0.0
0.0 0.0 0.0
0.1 0.0 0.0
0.0 0.0 0.0
0.0 0.0 0.0
0.0 0.0 0.0
0.0 0.0 0.0
0.4 -0.1 0.0
-0.6 0.8 0.0
0.0 -0.4 0.0
0.1 -0.1 0.0
0.1 -0.1 0.0
0.0 -0.1 0.0
-0.1 0.3 0.0
0.1 0.0 0.0
0.1 -0.2 0.0
-0.3 0.3 -0.1
0.1 -0.1 0.1
0.0 -0.2 0.0
0.0 0.1 0.0
0.0 0.0 0.0
0.0 0.0 0.0

Its charge is 0. The calculation puts the largest force on an atom at 1.110 eV/Å. The HOMO energy (spin up / spin down) is -0.28605 / -0.28606 hartree. As for the multiplicity: 2. The calculation puts the gap between HOMO and LUMO (spin up / spin down) at 5.87 / 6.07 eV. Its expectation value of S² is 0.771. Its total energy is -2590.79629 a.u. The energy relative to the best compared isomer or geometry (same formula, charge and spin) comes out at 0.0 kJ/mol. Its molar mass is 433.18 g mol⁻¹.

=====

4.
Below is 10 unconnected molecules or ions with the total composition C16H52O11, with properties calculated with ωB97M-V/def2-TZVPD.

Each line ends with the Löwdin charge.
Cartesian coordinates (Å):
O1 3.16783 -1.97853 -0.81511  -0.0846
C1 1.87109 -2.46315 -0.51565  -0.1962
C2 0.74349 -1.37932 -0.63625  -0.2285
O2 0.33007 -1.17478 -1.94437  -0.1109
H1 3.60881 -1.74101 0.00070  0.0242
H2 1.61338 -3.28718 -1.18301  0.1249
H3 1.87013 -2.84775 0.49097  0.1012
H4 1.05047 -0.45964 -0.18277  0.0931
H5 -0.11964 -1.80155 -0.03866  0.1301
H6 1.07390 -0.96961 -2.58644  0.0952
C3 -4.55472 -0.17754 -2.13798  -0.0852
C4 -3.13451 0.36096 -2.14512  -0.2938
O3 -2.29777 -0.60426 -1.46514  -0.1348
H7 -4.84367 -0.50416 -1.09823  0.0880
H8 -4.67181 -1.06885 -2.80720  0.0857
H9 -5.31967 0.49990 -2.55389  0.0731
H10 -3.01040 1.32001 -1.58044  0.1072
H11 -2.78988 0.49254 -3.13518  0.0908
H12 -1.37325 -0.63342 -1.87014  0.0697
C5 -2.68529 0.99222 4.44630  -0.0553
C6 -2.77109 0.04992 3.18140  -0.2780
O4 -1.49476 -0.57088 3.10611  -0.1284
H13 -2.13151 1.88892 4.23041  0.0568
H14 -2.29786 0.48583 5.32275  0.0666
H15 -3.69444 1.28659 4.69738  0.0598
H16 -2.92797 0.59828 2.23567  0.0967
H17 -3.52840 -0.66636 3.27902  0.0860
H18 -1.57110 -1.41518 2.59826  0.0901
C7 -0.64209 3.17174 -2.91388  -0.0723
C8 0.03274 1.90699 -3.23534  -0.3181
O5 1.39152 2.04297 -3.62211  -0.1008
H19 -0.17883 3.80092 -2.14128  0.0810
H20 -1.63735 2.89173 -2.61527  0.0587
H21 -0.80010 3.85005 -3.78053  0.0963
H22 -0.35061 1.35687 -4.03434  0.1036
H23 0.07836 1.26011 -2.35179  0.0983
H24 1.44058 2.69122 -4.36148  0.1255
C9 -3.88326 -4.57647 -0.16444  -0.1083
C10 -2.81238 -3.64210 0.28032  -0.3358
O6 -3.23033 -2.33407 0.65567  -0.0869
H25 -4.78696 -4.70242 0.48115  0.0864
H26 -3.54022 -5.61838 -0.22118  0.0742
H27 -4.27130 -4.30353 -1.14910  0.0706
H28 -2.10223 -3.53784 -0.52759  0.1032
H29 -2.29950 -4.14318 1.13461  0.1157
H30 -3.01005 -1.74110 -0.06490  0.0225
C11 5.02702 2.54089 -1.85266  -0.0655
C12 3.81472 2.30350 -0.87975  -0.3144
O7 2.67461 2.96365 -1.30447  -0.1160
H31 4.49322 2.49564 -2.83602  0.0718
H32 5.74037 1.75110 -1.66932  0.0566
H33 5.50146 3.56641 -1.79161  0.0858
H34 4.06467 2.67994 0.13126  0.1222
H35 3.55513 1.23134 -0.87252  0.1002
H36 2.18160 2.47705 -1.99880  0.0548
C13 0.91504 -2.39000 4.28314  -0.0871
C14 1.51341 -1.27015 3.48640  -0.3185
O8 2.79191 -1.50197 2.92033  -0.0953
H37 0.00008 -2.04357 4.78051  0.0779
H38 1.55597 -2.64060 5.16234  0.0884
H39 0.77569 -3.24181 3.63561  0.0734
H40 1.52243 -0.39603 4.16300  0.1239
H41 0.82164 -0.94204 2.69512  0.0972
H42 3.28825 -1.99860 3.60344  0.1166
C15 -0.65445 2.10854 0.43599  -0.0529
C16 -0.37142 3.55689 0.91613  -0.2984
O9 0.56691 4.33455 0.18713  -0.1049
H43 0.23698 1.46407 0.51274  0.0722
H44 -0.97084 2.11385 -0.57367  0.0145
H45 -1.47051 1.68176 1.02100  0.0604
H46 -0.09732 3.51902 1.97481  0.1001
H47 -1.32791 4.09377 0.87343  0.1090
H48 1.30877 3.78299 -0.19042  0.0626
O10 4.54548 -0.70894 1.16467  -0.0340
H49 5.30935 -1.26109 1.25990  0.0480
H50 4.02202 -0.97582 1.92222  -0.0130
O11 2.85485 -0.92219 -3.36942  -0.0466
H51 3.28491 -1.00547 -2.51747  0.0085
H52 3.01652 0.02776 -3.53498  0.0452

Force components x, y, z for each atom (eV/Å):
-0.4 -0.4 -0.9
-0.7 0.9 -0.2
0.5 -2.2 1.0
0.0 0.4 -1.9
0.3 0.6 0.4
0.1 0.1 -0.1
-0.1 -0.2 0.6
0.4 0.6 0.5
0.6 0.6 -0.8
-0.5 -0.4 1.1
-0.8 -0.9 0.1
0.1 -0.3 1.9
0.8 0.1 -0.9
0.2 0.5 -1.0
0.5 0.5 0.7
0.5 0.2 0.5
-0.5 -0.5 -0.5
0.4 0.3 -1.2
-1.3 -0.1 0.7
-1.1 -0.8 -1.4
1.8 1.9 0.8
0.3 -1.4 -0.6
0.4 0.2 0.0
0.3 -0.3 -0.1
-0.4 0.3 0.1
-0.2 0.1 0.5
-1.2 -1.1 0.3
-0.1 1.1 0.4
-0.8 1.7 -0.6
1.5 -0.4 1.0
1.3 1.0 -0.7
0.0 -0.5 0.0
-0.6 0.2 0.4
0.3 -0.5 0.2
-1.7 -0.9 -1.1
-0.2 0.0 -0.2
0.0 -0.6 0.8
-1.9 -1.0 -0.3
0.6 -0.1 1.0
-0.2 -0.7 0.6
0.8 0.7 -0.1
0.4 0.3 -0.2
0.0 0.0 0.0
0.5 -0.1 -0.2
-0.1 0.7 -0.3
0.2 0.4 -0.5
-1.8 0.9 0.0
1.4 -0.3 0.0
-1.6 1.1 -0.3
1.1 -0.3 0.3
0.4 -0.1 -0.4
-0.6 -1.2 0.2
-0.2 -0.5 -0.4
0.7 0.1 0.4
0.7 0.3 0.1
0.6 -0.1 1.0
-1.3 1.9 0.4
0.3 -1.2 1.1
-0.1 -0.2 -0.7
-0.1 -0.1 -0.8
-0.3 -0.6 0.2
0.4 -0.1 -0.3
0.5 -0.4 0.0
-0.2 0.3 -0.5
0.9 0.7 0.9
-0.4 -0.5 0.1
0.6 -0.9 -0.6
-0.3 0.2 0.1
-0.3 0.0 -1.1
0.2 0.0 0.1
0.2 0.0 0.0
0.2 0.1 0.0
-0.8 0.5 0.6
0.2 0.2 -0.5
1.0 -0.3 -0.2
-0.9 0.3 0.5
-0.1 1.4 -0.4
0.2 -0.8 0.8
-0.4 -0.5 -0.4

Its charge is 0. The calculation puts the largest force on an atom at 2.731 eV/Å. The HOMO energy is -0.35244 hartree. As for the multiplicity: 1. The calculation puts the gap between HOMO and LUMO at 9.90 eV. Its total energy is -1468.34646 a.u. The energy relative to the best compared isomer or geometry (same formula, charge and spin) comes out at 0.0 kJ/mol. Its molar mass is 420.58 g mol⁻¹.

=====

5.
Below is a molecular structure, C11H27BeCsNO7, with properties calculated with ωB97M-V/def2-TZVPD.

Each line ends with the Mulliken spin population.
Cartesian coordinates (Å):
Be1 -0.33457 -1.71028 5.11030  0.8186
Cs1 3.90541 -1.18424 4.47012  -0.0046
C1 0.34697 -0.88579 2.46096  -0.0824
O1 -0.49414 -1.79707 2.65624  -0.2645
O2 0.23252 0.04352 1.64623  -0.2435
O3 1.20906 -0.80245 3.35179  -0.2423
C2 3.15349 -0.12460 -0.65996  -0.0040
C3 4.15329 -0.03587 0.55094  0.0004
O4 3.40511 -0.09150 1.72259  0.0077
H1 2.77852 -1.13595 -0.81698  -0.0001
H2 3.74987 0.10507 -1.54296  0.0001
H3 2.30010 0.54856 -0.57822  0.0023
H4 4.75797 0.86646 0.46003  0.0001
H5 4.88316 -0.83865 0.44635  0.0001
H6 2.54204 -0.47480 1.54997  0.0027
C4 0.46324 2.61692 -1.63937  0.0009
C5 0.84828 2.94449 -0.19299  -0.0001
O5 -0.06830 2.67533 0.77664  0.0008
H7 -0.23644 3.31866 -2.09337  0.0014
H8 0.00493 1.64041 -1.79581  -0.0014
H9 1.29060 2.56550 -2.34713  0.0007
H10 1.29671 3.90459 0.06240  0.0002
H11 1.67981 2.26984 0.01072  0.0006
H12 -0.07776 1.73143 0.95148  -0.0051
C6 -3.31115 3.16537 -0.07845  0.0181
O6 -3.29793 1.75491 0.23980  0.6799
C7 -3.75788 0.89117 -0.87472  -0.0050
C8 -3.21354 -0.52765 -0.97130  0.0252
N1 -1.79820 -0.50456 -1.26934  0.0840
C9 -1.35107 -1.93793 -1.11172  0.0056
C10 0.15877 -2.04027 -1.24596  0.0001
O7 0.71958 -3.38152 -1.13419  0.0010
C11 0.79763 -3.89182 0.20167  0.0033
H13 -4.20568 3.45872 -0.62787  0.0280
H14 -2.44583 3.44038 -0.68152  0.0587
H15 -3.21009 3.76936 0.82326  0.0047
H16 -3.35864 1.32662 -1.79074  0.0261
H17 -4.84297 0.82999 -0.95801  0.0478
H18 -3.86537 -1.00956 -1.69999  0.0021
H19 -3.49870 -1.10186 -0.08978  0.0031
H20 -1.42019 -0.06182 -0.44399  0.0145
H21 -1.85567 -2.59625 -1.81889  0.0039
H22 -1.72112 -2.46613 -0.23300  0.0028
H23 0.72683 -1.59441 -0.42949  0.0034
H24 0.38293 -1.69702 -2.25593  0.0011
H25 -0.11773 -4.02770 0.77765  -0.0002
H26 1.25793 -3.17416 0.88078  0.0028
H27 1.43798 -4.77337 0.23179  0.0001

Force components x, y, z for each atom (eV/Å):
0.3 0.2 -1.8
0.4 0.1 -0.1
-1.9 1.3 0.6
-1.1 -1.0 0.2
0.0 -0.7 -1.0
2.0 -0.2 2.3
1.5 -0.1 0.2
-0.9 -0.2 -2.7
0.2 0.0 1.8
0.1 -0.1 0.2
-0.3 0.2 -0.2
0.3 0.1 0.1
-0.4 0.3 0.5
-0.1 -0.4 0.3
0.1 0.2 -0.3
-0.5 0.6 -0.6
2.7 -1.0 -1.0
-2.7 -0.1 1.2
-0.1 0.3 0.1
-0.1 -0.3 0.7
0.4 0.4 0.4
-0.4 0.4 -0.9
0.5 0.0 -0.1
0.0 0.1 0.1
-0.3 0.1 0.7
-0.6 -0.1 -1.5
1.2 0.1 -0.8
-1.0 0.5 1.2
-0.7 -2.3 1.1
0.1 -0.5 -0.5
0.6 -1.7 0.4
-1.1 -0.3 0.3
0.3 0.8 0.1
-0.1 -0.4 -0.2
0.4 -0.5 -0.4
0.0 -0.6 0.3
-0.3 0.9 -0.1
-0.3 0.6 0.6
0.4 0.1 -0.7
0.4 0.0 0.6
0.7 0.7 0.1
0.3 0.4 -0.9
0.1 0.8 1.0
-0.5 1.4 -0.3
0.6 0.2 0.3
-0.7 -0.6 -0.8
0.8 0.6 -0.1
-0.4 0.0 -0.4

Its charge is +2. The calculation puts the largest force on an atom at 3.063 eV/Å. The HOMO energy (spin up / spin down) is -0.53396 / -0.53373 hartree. As for the multiplicity: 2. The calculation puts the gap between HOMO and LUMO (spin up / spin down) at 5.33 / 3.90 eV. Its expectation value of S² is 1.764. Its total energy is -1050.76907 a.u. Its molar mass is 427.25 g mol⁻¹.

=====

6.
Below is 2 unconnected molecules or ions with the total composition C3H6N2O, with properties calculated with ωB97M-V/def2-TZVPD.

Each line ends with the Löwdin charge.
Cartesian coordinates (Å):
C1 -0.81779 0.50487 1.03984  -0.1724
C2 -0.27460 1.48124 0.25471  -0.1172
N1 0.98543 1.04440 -0.06499  0.0521
C3 1.14022 -0.16382 0.54886  -0.2135
N2 0.04108 -0.56402 1.14292  0.0301
H1 -1.78002 0.64000 1.50609  0.0945
H2 -0.69099 2.42267 -0.05820  0.1045
H3 1.51088 1.41841 -0.83275  0.1463
H4 2.05976 -0.70428 0.39929  0.1210
O1 -0.46085 -1.85369 -1.54966  -0.0676
H5 -0.63182 -1.69911 -0.60177  0.0071
H6 -1.08131 -2.52666 -1.78435  0.0151

Force components x, y, z for each atom (eV/Å):
-0.1 0.8 -0.7
-0.2 -0.2 0.3
-0.5 0.1 0.3
-0.1 -0.1 -1.2
0.5 0.5 0.9
0.0 -0.7 0.1
0.2 0.0 -0.1
0.5 0.0 0.2
-0.1 -0.3 0.1
0.4 0.6 0.7
0.3 0.0 -0.4
-0.6 -0.7 -0.4

Its charge is 0. The calculation puts the largest force on an atom at 1.206 eV/Å. The HOMO energy is -0.33118 hartree. As for the multiplicity: 1. The calculation puts the gap between HOMO and LUMO at 9.95 eV. Its total energy is -302.65971 a.u. The energy relative to the best compared isomer or geometry (same formula, charge and spin) comes out at 87.7 kJ/mol. Its molar mass is 86.09 g mol⁻¹.